54
Properties=species:S:1:pos:R:3 method="wB97M-V/def2-TZVPD" total_charge=-1 lumo_energy_ev=2.5 orbital_gap_ev=7.44 spin_multiplicity=1
C -2.171 7.740 4.610
H -2.235 -0.914 1.229
H 3.661 -2.833 -5.670
H -3.400 5.393 2.346
Cl 1.238 -1.864 0.473
C -2.612 5.832 2.952
H -3.399 -1.319 -3.712
H -2.601 0.078 -3.031
H 2.274 -3.908 -5.913
H -5.257 0.005 -3.064
H 3.442 -3.134 -3.045
O 1.230 -1.448 -4.380
H 4.234 -5.569 2.669
Br -0.423 3.686 0.904
H 3.809 -2.610 1.573
C -0.827 1.825 0.576
H -1.289 -2.242 1.436
H -1.776 7.056 5.361
O 6.603 -3.611 2.429
C 4.908 -5.189 1.900
H 1.876 -2.756 -2.296
H -2.672 8.570 5.103
H -2.780 2.503 0.032
C 4.378 -2.754 2.493
H -2.228 5.080 3.643
C 2.359 -3.174 -3.178
S -2.343 -1.808 -1.611
H -4.483 0.580 -1.590
H -0.002 -1.403 -1.860
H 2.223 -2.243 -6.535
C 2.571 -2.876 -5.721
C -3.150 7.015 3.714
C -4.594 -0.279 -2.247
C -2.299 1.593 0.386
Br 1.898 1.305 1.033
C 1.972 -2.398 -4.414
H 4.858 -1.818 2.765
C -0.790 -0.902 -1.307
C 0.084 0.846 0.592
H 3.684 -3.048 3.282
C 5.419 -3.821 2.293
H -0.898 0.074 -1.782
O -4.301 7.375 3.622
H 2.055 -4.216 -3.291
H -2.782 1.315 1.322
H 5.745 -5.873 1.780
N -1.289 -1.239 1.354
H -5.063 -1.070 -1.664
H -1.337 8.120 4.018
H 4.353 -5.122 0.963
H -1.795 6.145 2.302
B -0.336 -0.744 0.290
C -3.253 -0.760 -2.790
H -2.487 0.813 -0.344

=====

70
Properties=species:S:1:pos:R:3 method="wB97M-V/def2-TZVPD" total_charge=-1 lumo_energy_ev=2.1 orbital_gap_ev=5.10 spin_multiplicity=1
H 0.986 -2.366 2.485
H 0.184 2.603 -0.232
H -0.470 1.726 -4.738
H 1.194 3.296 3.027
C -2.840 1.668 3.963
H 2.365 2.747 0.793
H 2.353 4.297 -0.156
H -3.331 -1.810 0.780
F 5.347 0.094 0.592
O 2.182 -0.048 0.153
O 2.249 -1.500 1.966
H -0.712 -1.482 0.069
H 0.639 -0.512 -0.276
Cl -1.758 0.376 -3.095
F 1.589 5.545 -4.649
C 0.995 2.802 -0.937
C -0.041 -5.439 0.449
O 0.596 3.895 -1.755
H 2.528 1.064 3.117
C -0.784 -4.182 -0.143
H 1.876 1.458 4.651
H 1.110 0.243 3.562
Cl -5.461 -3.054 -1.877
H 3.142 2.817 -0.677
N -0.385 -0.574 -0.407
O 1.152 -5.368 1.168
H -3.246 -2.417 -1.725
Cl 1.179 -0.683 -3.898
C -3.985 -2.706 -0.980
C -0.018 -0.355 -5.155
O -0.586 2.395 3.597
F -0.525 5.179 -4.325
H -0.425 -0.711 -1.418
H -0.672 -1.224 -5.203
H 0.773 -3.812 1.861
H -1.743 -4.522 -0.564
C 0.728 2.311 3.026
H -0.964 0.194 -0.091
H 0.291 -6.159 -0.315
C 4.432 0.001 1.562
H -1.869 0.690 -5.324
C -0.995 0.778 -4.683
H -0.137 -3.838 -0.972
H -0.185 -3.455 3.208
H -5.092 -1.932 0.704
O -1.593 1.065 2.064
H 1.091 1.842 -1.445
F 0.601 6.250 -2.854
F -3.904 2.167 3.344
F 4.089 1.270 1.831
C 0.953 3.904 -3.030
O 3.483 -2.049 -0.028
O -1.072 -3.042 0.662
F -3.076 0.383 4.237
Cl -4.126 0.081 -0.266
H -0.398 -2.711 1.634
H 0.495 -0.109 -6.079
C -1.590 1.721 3.056
H 0.518 2.178 1.959
S 3.016 -1.008 0.840
O 1.454 2.951 -3.551
N 0.242 -3.064 2.383
C -4.202 -1.678 0.136
C 1.577 1.226 3.628
F 4.961 -0.542 2.658
C 2.249 3.214 -0.186
F -2.656 2.232 5.165
C 0.684 5.247 -3.741
H -0.861 -5.913 1.029
H -3.602 -3.643 -0.579